Entry from OMol25: 6 unconnected molecules or ions with the total composition C24H48O18 (ωB97M-V/def2-TZVPD).

Summary:
**Net charge**: 0
**Structure (SMILES)**: CCOC(=O)OC.CCOC(=O)OC.CCOC(=O)OC.CCOC(=O)OC.CCOC(=O)OC.CCOC(=O)OC
**Frontier orbital gap**: 0.396 Ha
**E_HOMO**: -0.3857 Eh
**Relative energy (zero: lowest compared OMol25 entry of this formula, charge and spin)**: 98.9 kcal per mole
**LUMO level**: 0.28 eV
**Spin multiplicity**: 1

Last columns: bonded neighbours and bond lengths (Å).
CARTESIAN COORDINATES (ANGSTROEM)
1 H 5.553 1.292 0.245  C76 1.090
2 O -8.463 -5.414 7.504  C5 1.345, C46 1.439
3 H 1.595 3.513 0.640  C87 1.090
4 C 6.611 3.358 4.026  O23 1.367, O72 1.209, O77 1.384
5 C -9.028 -6.532 7.996  O2 1.345, O10 1.267, O45 1.231
6 H 6.491 4.108 6.479  C49 1.090
7 O -5.993 -1.028 -1.230  C36 1.403, C39 1.334
8 H -6.192 0.938 -1.604  C36 1.090
9 H 0.738 2.283 2.546  C59 1.090
10 O -9.487 -6.293 9.153  C5 1.267, C43 1.423
11 H -5.505 0.654 -0.079  C36 1.090
12 C 7.435 6.562 -1.440  H24 1.090, H28 1.090, C31 1.538, H52 1.090
13 H 1.095 1.444 -7.648  C85 1.090
14 H -0.619 3.266 2.357  C59 1.090
15 C -6.020 -5.060 -3.205  C20 1.528, H34 1.090, H79 1.090, H86 1.090
16 H -0.326 -4.009 -7.050  C62 1.090
17 H -0.740 -2.650 1.261  C74 1.090
18 H 6.623 5.107 -3.004  C31 1.090
19 H -9.541 -8.210 9.937  C43 1.090
20 C -6.745 -3.727 -3.390  C15 1.528, H38 1.090, O58 1.445, H78 1.090
21 H 0.861 1.613 -5.235  C84 1.090
22 C -0.452 0.182 1.535  O25 1.331, O41 1.314, O54 1.242
23 O 7.557 3.203 5.001  C4 1.367, C49 1.470
24 H 7.575 5.921 -0.570  C12 1.090
25 O -1.496 -0.638 1.433  C22 1.331, C74 1.446
26 O -1.584 -1.121 -6.407  C90 1.182
27 O 0.257 -2.331 -5.889  C62 1.393, C90 1.340
28 H 6.462 6.997 -1.209  C12 1.090
29 H -7.218 0.310 -0.219  C36 1.090
30 H 7.193 1.082 0.892  C76 1.090
31 C 7.421 5.816 -2.786  C12 1.538, H18 1.090, H51 1.090, O81 1.383
32 H 0.086 2.794 -7.004  C85 1.090
33 O 10.258 4.430 -4.023  C42 1.302, C64 1.395
34 H -6.377 -5.770 -3.951  C15 1.090
35 H -8.447 -5.445 5.384  C46 1.090
36 C -6.268 0.262 -0.752  O7 1.403, H8 1.090, H11 1.090, H29 1.090
37 H 8.250 3.984 6.897  C49 1.090
38 H -7.832 -3.739 -3.314  C20 1.090
39 C -6.619 -1.579 -2.271  O7 1.334, O40 1.267, O58 1.367
40 O -7.490 -1.025 -3.006  C39 1.267
41 O -0.901 1.413 1.642  C22 1.314, C59 1.416
42 C 9.063 4.927 -4.164  O33 1.302, O56 1.231, O81 1.330
43 C -10.137 -7.298 9.922  O10 1.423, H19 1.090, H57 1.090, H71 1.090
44 H -1.167 -3.832 -5.511  C62 1.090
45 O -9.082 -7.639 7.463  C5 1.231
46 C -7.791 -5.283 6.239  O2 1.439, H35 1.090, C80 1.556, H89 1.090
47 H 11.655 3.157 -4.889  C64 1.090
48 H 4.904 2.194 2.433  C65 1.090
49 C 7.515 4.164 6.112  H6 1.090, O23 1.470, H37 1.090, H61 1.090
50 H -2.332 -2.525 0.728  C74 1.090
51 H 7.263 6.585 -3.542  C31 1.090
52 H 8.226 7.309 -1.500  C12 1.090
53 H 10.336 3.583 -5.878  C64 1.090
54 O 0.731 -0.175 1.406  C22 1.242
55 H 5.856 0.217 1.620  C76 1.090
56 O 8.449 5.150 -5.207  C42 1.231
57 H -10.193 -7.205 11.007  C43 1.090
58 O -6.247 -2.893 -2.320  C20 1.445, C39 1.367
59 C -0.036 2.520 1.816  H9 1.090, H14 1.090, O41 1.416, C87 1.597
60 H -0.785 1.206 -5.235  C84 1.090
61 H 7.624 5.179 5.729  C49 1.090
62 C -0.232 -3.627 -6.033  H16 1.090, O27 1.393, H44 1.090, H82 1.090
63 H -1.059 -1.804 -0.223  C74 1.090
64 C 11.003 3.999 -5.122  O33 1.395, H47 1.090, H53 1.090, H73 1.090
65 C 5.917 2.279 2.039  H48 1.090, H66 1.090, C76 1.443, O77 1.356
66 H 5.821 3.146 1.385  C65 1.090
67 H -0.087 3.764 0.076  C87 1.090
68 H -0.703 1.382 -7.761  C85 1.090
69 H -6.102 -4.016 6.789  C80 1.090
70 H 0.687 2.207 -0.241  C87 1.090
71 H -11.096 -7.593 9.497  C43 1.090
72 O 5.755 4.211 3.994  C4 1.209
73 H 11.555 4.820 -5.578  C64 1.090
74 C -1.419 -1.934 0.797  H17 1.090, O25 1.446, H50 1.090, H63 1.090
75 O 0.481 -0.234 -6.003  C84 1.369, C90 1.348
76 C 6.138 1.161 1.155  H1 1.090, H30 1.090, H55 1.090, C65 1.443
77 O 6.833 2.423 3.029  C4 1.384, C65 1.356
78 H -6.526 -3.305 -4.371  C20 1.090
79 H -6.031 -5.349 -2.154  C15 1.090
80 C -6.914 -4.009 6.062  C46 1.556, H69 1.090, H83 1.090, H88 1.090
81 O 8.636 5.170 -2.928  C31 1.383, C42 1.330
82 H 0.391 -4.360 -5.522  C62 1.090
83 H -7.438 -3.054 6.116  C80 1.090
84 C 0.121 1.074 -5.827  H21 1.090, H60 1.090, O75 1.369, C85 1.495
85 C 0.152 1.720 -7.175  H13 1.090, H32 1.090, H68 1.090, C84 1.495
86 H -4.971 -4.976 -3.488  C15 1.090
87 C 0.630 3.039 0.461  H3 1.090, C59 1.597, H67 1.090, H70 1.090
88 H -6.496 -4.049 5.057  C80 1.090
89 H -7.174 -6.181 6.205  C46 1.090
90 C -0.443 -1.209 -6.109  O26 1.182, O27 1.340, O75 1.348